Computed, not measured: a 12-piece molecular cluster, C49H70BBrF11IN3O40P2 overall, with ωB97M-V/def2-TZVPD.

## Properties
**Largest force on an atom**: 2.16 eV/A
**Electronic energy**: -265605.18789 eV
**HOMO energy**: -10.701 eV
**Orbital gap**: 8.0 eV

```
! wB97M-V def2-TZVPD RIJCOSX def2/J DEFGRID3
* xyz 1 1
C 4.740 -1.800 -0.491
C 4.964 -3.062 -1.330
C 3.686 -3.625 -1.926
C 2.809 -4.327 -0.892
C 1.671 -5.125 -1.524
C 0.589 -4.243 -2.179
C -0.586 -4.076 -1.225
C -1.854 -3.253 -1.544
Br -2.829 -4.298 -2.876
C -2.731 -3.273 -0.276
B -4.371 -3.247 -0.374
O -5.108 -2.664 -1.376
N -5.093 -3.909 0.704
C -6.249 -4.663 0.201
C -5.572 -2.799 1.542
O -2.145 -2.441 0.730
C -2.000 -1.093 0.350
P -1.376 -0.390 1.948
O -2.531 -0.260 2.838
O -0.621 0.993 1.719
O -0.326 -1.404 2.593
C -1.152 -0.869 -0.939
I 0.928 -1.062 -0.452
P -1.534 0.939 -1.545
N -2.546 1.520 -0.297
O -0.146 1.712 -1.201
N -1.643 -1.806 -2.048
O -2.970 -1.305 -2.250
C -1.014 -1.828 -3.437
C -0.482 -0.591 -4.159
C 0.959 -0.147 -3.884
H 3.863 -1.262 -0.865
H 5.575 -1.117 -0.585
H 4.598 -2.045 0.558
H 5.514 -3.816 -0.768
H 5.612 -2.780 -2.161
H 3.918 -4.352 -2.705
H 3.138 -2.789 -2.369
H 2.394 -3.621 -0.171
H 3.426 -5.029 -0.330
H 2.090 -5.789 -2.278
H 1.213 -5.756 -0.760
H 0.250 -4.762 -3.077
H 1.062 -3.323 -2.502
H -0.222 -3.778 -0.240
H -0.976 -5.080 -1.074
H -2.557 -4.271 0.126
H -5.083 -1.711 -1.426
H -6.787 -5.054 1.065
H -6.955 -4.057 -0.371
H -5.926 -5.532 -0.364
H -4.740 -2.263 2.009
H -6.200 -3.171 2.348
H -6.156 -2.075 0.971
H -3.010 -0.719 0.197
H -0.165 1.218 2.541
H 0.576 -1.098 2.449
H -2.581 2.530 -0.291
H -3.480 1.137 -0.349
H -0.275 2.651 -1.380
H -2.899 -0.649 -2.975
H -1.830 -2.199 -4.050
H -0.268 -2.604 -3.514
H -0.495 -0.919 -5.201
H -1.172 0.248 -4.147
H 1.026 0.777 -3.321
H 1.528 -0.930 -3.389
H 1.470 0.035 -4.827
C 5.408 0.138 4.015
C 5.535 -1.326 3.661
O 6.160 -1.279 2.390
C 6.889 -0.125 2.325
O 7.707 0.110 1.506
O 6.535 0.704 3.337
F 4.323 -1.932 3.529
H 4.489 0.562 3.605
H 5.458 0.327 5.083
H 6.147 -1.902 4.353
C 0.306 4.259 1.910
C 1.333 4.350 3.011
O 2.550 4.368 2.281
C 2.290 4.900 1.060
O 3.122 5.273 0.301
O 0.962 4.936 0.830
F 1.310 3.252 3.816
H 0.129 3.222 1.626
H -0.636 4.742 2.157
H 1.262 5.250 3.616
C 3.943 2.737 -1.174
C 5.271 2.103 -1.516
O 4.949 1.353 -2.678
C 3.896 1.959 -3.292
O 3.519 1.720 -4.387
O 3.320 2.861 -2.456
F 5.662 1.260 -0.530
H 3.354 2.058 -0.552
H 4.025 3.701 -0.684
H 6.071 2.806 -1.745
C -10.671 -1.681 0.853
C -9.773 -1.718 2.072
O -8.481 -1.621 1.489
C -8.605 -0.954 0.311
O -7.695 -0.492 -0.299
O -9.897 -0.886 -0.059
F -9.868 -2.881 2.750
H -10.808 -2.680 0.438
H -11.638 -1.222 1.033
H -9.913 -0.889 2.769
C 5.694 5.650 -1.497
C 6.135 7.069 -1.774
O 7.313 6.872 -2.546
C 7.184 5.688 -3.201
O 7.853 5.339 -4.112
O 6.169 4.962 -2.664
F 6.456 7.734 -0.640
H 6.186 5.250 -0.608
H 4.620 5.548 -1.397
H 5.424 7.661 -2.347
C -3.780 -3.186 4.990
C -2.344 -3.601 4.824
O -2.396 -5.008 4.960
C -3.645 -5.405 4.553
O -3.948 -6.514 4.289
O -4.462 -4.327 4.470
F -1.543 -3.086 5.796
H -4.038 -3.042 6.040
H -4.032 -2.293 4.424
H -1.924 -3.350 3.848
C 1.802 -3.174 6.097
C 2.067 -3.611 7.524
O 3.474 -3.446 7.630
C 3.847 -2.479 6.758
O 4.898 -1.928 6.750
O 2.849 -2.217 5.888
F 1.752 -4.907 7.732
H 1.927 -4.008 5.404
H 0.827 -2.719 5.950
H 1.578 -3.002 8.285
C 6.855 9.353 -5.443
C 7.302 10.789 -5.260
O 6.334 11.292 -4.349
C 5.874 10.250 -3.613
O 5.246 10.339 -2.613
O 6.242 9.076 -4.178
F 7.246 11.497 -6.409
H 6.111 9.268 -6.235
H 7.670 8.661 -5.631
H 8.294 10.904 -4.822
C -5.357 -9.391 -0.961
C -6.407 -10.217 -1.675
O -7.601 -9.530 -1.348
C -7.291 -8.226 -1.113
O -8.077 -7.347 -1.041
O -5.947 -8.086 -0.976
F -6.473 -11.483 -1.208
H -5.233 -9.724 0.070
H -4.394 -9.382 -1.462
H -6.300 -10.248 -2.761
C 2.816 8.921 2.841
C 2.251 9.666 4.034
O 0.897 9.226 4.052
C 0.850 8.003 3.482
O -0.069 7.253 3.537
O 2.006 7.733 2.834
F 2.283 11.003 3.870
H 2.654 9.476 1.918
H 3.867 8.668 2.938
H 2.715 9.415 4.989
C -5.672 1.070 -5.514
C -5.244 0.711 -4.107
O -3.841 0.930 -4.157
C -3.600 1.891 -5.113
O -2.575 2.464 -5.224
O -4.698 2.063 -5.870
F -5.457 -0.592 -3.797
H -5.583 0.214 -6.183
H -6.676 1.478 -5.573
H -5.681 1.334 -3.325
*
```